No. 1
The following is a DFT calculation (ωB97M-V with the def2-TZVPD basis set) of a molecular structure, C23H39BeCl2NO5S2Si.

```
74
Properties=species:S:1:pos:R:3:forces:R:3
Be -0.81039 -0.59838 -0.09419 0.661 0.579 -0.684
Cl -0.88716 -1.57199 1.81921 -0.403 -0.871 -0.007
C 0.08808 -0.40112 2.61511 0.629 0.797 0.558
C -0.07827 -0.19520 3.97101 -0.113 -0.122 0.007
C 0.73786 0.70677 4.63141 0.028 -0.053 -0.061
C 1.71134 1.40405 3.93752 -0.035 0.015 -0.005
C 1.84141 1.21158 2.57589 -0.263 -0.240 0.187
Cl 3.03856 2.09390 1.70984 0.281 0.274 -0.005
C 1.03673 0.30526 1.87384 0.236 0.203 -0.066
S 1.28654 0.03272 0.18202 -0.301 -0.620 -0.335
H -0.83836 -0.74141 4.50556 -0.090 -0.071 0.065
H 0.62115 0.86039 5.69046 -0.043 0.014 0.161
H 2.36667 2.09450 4.44645 0.015 0.070 0.003
C 2.72562 -3.39901 0.46141 -0.153 0.050 -0.292
C 2.32656 -3.38879 -1.01436 0.605 -0.177 0.234
C 3.19785 -2.39131 -1.77359 -0.243 -0.100 0.118
C 2.45176 -4.78755 -1.61253 -0.118 0.197 0.109
O 0.97763 -2.94240 -1.07161 0.018 -0.123 0.115
Si -0.10028 -2.99570 -2.27611 -0.521 0.830 0.401
S -1.32788 -1.29514 -1.94026 -0.277 -0.247 0.246
O 0.62070 -2.82369 -3.70976 0.458 0.079 -0.167
C 0.20059 -3.17342 -5.01983 0.033 -0.194 -0.594
C 0.99616 -2.29336 -5.98785 -0.187 -0.233 0.320
C 0.53113 -4.64907 -5.24324 -0.050 0.299 0.076
C -1.29374 -2.92969 -5.20779 0.226 0.059 0.141
O -0.92816 -4.39015 -2.32746 0.182 -0.028 -0.259
C -1.78465 -5.05363 -1.41582 -0.460 -0.480 0.280
C -1.47868 -6.54744 -1.55590 -0.060 0.364 0.013
C -1.54170 -4.61602 0.02694 0.072 -0.031 -0.283
C -3.23327 -4.74463 -1.80374 0.378 -0.021 0.009
H 3.76047 -3.71171 0.56468 0.156 -0.079 0.036
H 2.09149 -4.07278 1.03161 -0.095 -0.138 0.056
H 2.62139 -2.39728 0.86532 -0.023 0.138 0.099
H 4.23765 -2.70574 -1.76224 0.158 -0.028 -0.033
H 3.10881 -1.41795 -1.29930 0.096 0.109 0.034
H 2.84230 -2.31146 -2.79561 0.079 -0.012 -0.211
H 3.46082 -5.16840 -1.47969 0.130 -0.039 -0.020
H 2.21853 -4.75988 -2.67163 0.000 -0.052 -0.245
H 1.75605 -5.47015 -1.13047 -0.076 -0.097 0.113
H 2.06017 -2.39415 -5.79403 0.146 -0.020 0.018
H 0.71330 -1.25218 -5.86203 -0.020 0.168 0.014
H 0.79323 -2.59274 -7.01150 -0.016 -0.014 -0.180
H 1.60757 -4.79778 -5.20508 0.131 -0.058 0.014
H 0.16433 -4.97548 -6.21077 -0.037 -0.099 -0.192
H 0.05972 -5.23944 -4.46293 -0.043 -0.135 0.041
H -1.53556 -1.89415 -4.97812 -0.049 0.108 -0.022
H -1.86292 -3.56866 -4.53967 -0.152 -0.109 0.031
H -1.57242 -3.14321 -6.23627 -0.083 -0.026 -0.106
H -0.44295 -6.73565 -1.27991 0.083 -0.047 0.039
H -1.62364 -6.86841 -2.58450 -0.043 -0.030 -0.107
H -2.12974 -7.12408 -0.90484 -0.074 -0.132 0.059
H -0.48963 -4.71490 0.28075 0.103 -0.001 0.091
H -2.13275 -5.22942 0.70175 -0.077 -0.050 0.090
H -1.83966 -3.57809 0.14775 -0.022 0.152 0.057
H -3.43186 -5.06503 -2.82472 -0.019 -0.069 -0.074
H -3.39920 -3.67104 -1.73973 -0.064 0.089 0.015
H -3.91365 -5.25566 -1.12748 -0.142 -0.047 0.042
O -2.55830 2.63925 0.70091 -0.295 0.265 0.126
C -1.93113 1.89569 -0.00822 0.436 0.259 -0.916
O -1.55128 0.70989 0.26925 -0.479 -0.360 0.382
C -1.47997 2.41003 -1.42240 -0.720 0.328 0.897
N -0.22595 1.74830 -1.87136 0.066 -0.576 0.078
C 0.73378 2.77758 -2.34080 0.348 0.530 -0.389
C -0.10251 4.04150 -2.51243 -0.086 -0.066 0.083
C -1.16248 3.90437 -1.42347 0.013 -0.043 -0.155
H -2.27728 2.17540 -2.13319 0.137 -0.050 0.040
H -0.44865 0.98013 -2.52310 0.231 0.180 0.030
H 0.22642 1.24234 -1.05882 -0.090 0.110 -0.063
H 1.22401 2.46047 -3.25800 -0.004 -0.126 0.043
H 1.49678 2.91260 -1.56978 -0.126 -0.161 0.003
H -0.56712 4.04640 -3.49826 -0.026 0.052 -0.071
H 0.48878 4.94658 -2.40298 0.087 0.004 -0.070
H -2.04949 4.49715 -1.62028 -0.074 0.015 0.029
H -0.77831 4.20863 -0.44949 0.027 -0.065 0.014
```
Forces are in eV/Å.

Calculated values
E: -91215.8941 eV
HOMO-LUMO gap: 8.3 eV
Largest force on an atom: 1.196 eV/A
HOMO level: -8.005 eV
Total charge: 0

No. 2
The following is a DFT calculation (ωB97M-V with the def2-TZVPD basis set) of a molecular structure, C23H39N5O.

```
68
Properties=species:S:1:pos:R:3:forces:R:3
C -0.25885 2.63941 1.94163 -5.275 0.336 -0.185
N -1.08664 1.37901 2.09044 4.930 3.224 -1.487
C -0.56923 0.09905 1.88885 -1.541 3.050 1.313
C -1.57925 -0.62929 2.42450 -2.539 4.914 -0.035
C -2.77000 0.35982 2.79698 11.646 -0.746 -4.967
N -2.21278 1.54203 2.65920 -3.015 -0.234 0.527
H -3.46067 0.00125 3.30109 -7.017 -2.187 4.467
H -1.53533 -1.59714 2.39639 -0.408 -5.581 0.230
C 0.89126 0.03167 1.53717 2.441 -4.166 0.963
O 1.65138 -0.49597 2.44678 -2.430 2.565 -3.448
N 1.40180 0.19881 0.17700 -14.642 0.807 4.466
C 0.38023 0.67974 -0.85459 -6.484 -5.634 7.312
H -0.72658 1.13634 -0.21507 3.915 -0.623 -2.098
H 0.87366 1.23433 -1.43471 3.254 5.106 -4.666
C -0.23852 -0.53926 -1.63731 9.990 -5.376 8.793
C 1.05369 -1.38798 -2.20354 -5.063 -4.348 3.840
C 0.24430 -2.51112 -2.97100 7.227 1.363 -5.547
C -0.47057 -3.40993 -2.13640 -1.221 -5.443 -2.660
N -1.61129 -2.71137 -1.71346 3.330 3.354 4.791
C -0.84500 -1.67420 -0.70673 -4.629 3.936 -1.105
H -1.78008 -0.99493 -0.25437 2.420 -2.432 -0.212
H -0.07737 -2.09171 0.04562 -1.513 0.343 -1.228
C -2.39287 -3.51960 -0.87127 -2.871 0.941 1.086
C -2.94245 -4.66863 -1.55407 -10.476 6.876 -0.537
H -2.51870 -5.37784 -1.97165 4.744 -7.470 -2.167
H -3.40179 -4.30798 -2.65144 0.791 0.004 2.364
C -4.48985 -4.87563 -0.69886 4.384 -7.351 -4.123
H -5.04966 -5.57496 -1.58127 1.026 1.674 3.207
H -4.04515 -5.45112 0.16887 -1.418 0.284 -0.634
C -4.94165 -3.59137 -0.44643 -1.603 5.271 -4.025
H -5.53624 -3.18317 -1.46215 1.240 -1.117 2.517
H -5.63653 -3.44593 0.33429 -0.604 0.027 1.042
C -3.69359 -2.68418 -0.36440 0.747 1.509 3.176
H -3.65533 -2.25820 0.79275 0.543 -1.323 -2.668
H -3.80322 -1.70523 -0.89789 0.159 -1.098 -0.030
H -1.87648 -4.00406 -0.07984 1.076 0.366 1.573
H -1.09277 -4.10695 -2.94553 2.443 0.376 1.909
H 0.31671 -4.05292 -1.35847 -2.566 1.717 -1.746
H -0.29220 -2.07293 -3.91565 0.436 -0.702 2.235
H 1.28036 -3.08590 -3.66640 -3.144 0.971 2.123
H 1.52123 -0.84035 -2.81865 3.723 3.995 -4.968
H 1.90262 -1.86750 -1.49148 -2.607 1.203 -0.991
H -0.78256 -0.14138 -2.26962 -5.532 2.902 -6.588
C 2.64929 0.23553 0.15684 8.617 -4.841 -6.489
H 2.85729 0.23508 -1.13561 0.228 -0.228 3.505
H 2.96856 -0.81815 0.50053 0.768 1.624 -0.305
C 3.31651 1.33335 0.71380 4.192 3.959 1.631
N 2.71096 2.56765 0.26621 -0.026 1.999 -4.996
C 3.16654 3.76896 0.88558 1.692 -2.376 6.916
C 2.62043 5.08749 0.59454 -6.330 -3.592 -2.092
C 2.80689 5.38606 -0.90404 2.681 -1.181 2.111
C 2.49490 4.19553 -1.79477 3.158 -0.597 2.352
C 3.11444 2.85954 -1.34652 5.418 7.701 8.144
H 3.01563 2.02592 -1.74819 -1.530 -6.892 -4.565
H 4.31356 3.00703 -1.15795 -2.420 -0.436 -0.844
H 1.59450 3.81940 -1.67932 -5.568 -0.235 -0.168
H 2.75868 4.47322 -2.74260 0.377 0.140 -2.735
H 2.34663 6.29608 -1.12231 -1.010 1.249 -0.933
H 3.93455 5.57331 -0.97428 -1.189 -0.083 -0.230
H 1.47888 4.59817 0.83909 1.652 2.319 -1.328
H 2.62840 5.86067 1.28424 1.032 1.315 1.252
H 2.93520 3.39856 2.09408 0.549 1.695 -2.610
H 4.22460 3.93226 0.96313 1.497 -0.853 -0.514
H 3.41653 1.41473 1.79779 -0.889 -0.469 0.306
H 4.42691 1.29687 0.49502 -0.739 -0.038 -0.392
H -1.00764 3.42243 1.54515 1.462 -1.081 0.624
H 0.55273 2.56263 1.35324 2.367 -0.874 -2.867
H 0.17916 2.96849 2.81982 0.146 0.494 2.410
```
Forces are in eV/Å.

Calculated values
E: -33961.9191 eV
HOMO-LUMO gap: 9.4 eV
Largest force on an atom: 15.329 eV/A
HOMO level: -8.788 eV
Relative energy (zero: lowest compared OMol25 entry of this formula, charge and spin): 472.3 kcal/mol
Total charge: 0

No. 3
The following is a DFT calculation (ωB97M-V with the def2-TZVPD basis set) of a gas-phase ion, C23H39N5O4P (charge +1).

```
72
Properties=species:S:1:pos:R:3:forces:R:3
C -5.12495 2.99334 -4.74341 -0.029 0.170 0.318
C -4.11497 3.10193 -3.45647 -1.538 1.327 -0.123
O -3.86563 1.72564 -2.95109 0.038 1.731 -0.724
N -2.70457 1.31403 -3.51908 3.869 -2.195 -0.095
C -1.81885 0.63599 -2.69799 -0.094 -1.020 3.299
N -2.26060 0.44655 -1.24515 7.246 -2.908 -3.351
C -1.06440 -0.34570 -0.74102 -1.937 1.895 -2.821
C -1.14404 -0.81304 0.82801 -0.259 -0.390 0.108
C 0.13253 -0.36767 1.75463 0.618 -1.303 -0.659
C -0.24008 0.04482 3.29837 0.334 -0.916 -0.535
N 0.49942 1.30548 3.69007 0.853 -1.000 0.075
C 1.43765 1.00521 4.84809 -0.647 0.750 0.709
C 0.49072 0.84970 6.19732 -0.688 -0.990 1.866
C 0.63055 -0.57311 7.02583 -3.567 3.860 2.013
C -0.30091 -0.73092 8.38122 -0.259 2.761 -1.777
C -1.34217 0.42963 8.90872 2.871 0.541 -4.304
C -1.44998 1.80471 8.00289 2.021 -2.048 -0.943
C -0.55735 2.06462 6.63940 0.041 -3.434 2.250
O -0.71146 3.33100 5.88255 -0.222 -3.772 0.338
N -0.03166 -0.55666 -1.82548 -2.020 0.485 4.423
C 1.28495 -1.27881 -1.66320 0.796 -1.562 1.297
C 1.16425 -2.87198 -2.12048 -0.594 -0.253 0.565
C 2.33001 -3.83599 -1.48938 -0.111 -1.393 -0.117
C 2.38321 -3.88175 0.15046 -0.287 2.769 0.099
O 3.31598 -4.88113 0.71093 -3.492 -1.412 1.060
C 2.51714 -5.80064 1.54465 -1.884 1.202 5.499
O 2.01895 -5.49323 2.75952 3.469 -1.674 -8.488
N -0.47061 0.01054 -3.00455 -3.969 2.718 1.304
P 0.14803 0.12003 -4.65368 -0.392 -0.797 -3.301
C 1.94094 -0.45995 -4.87898 2.113 0.991 0.052
C 3.02191 0.70764 -4.38801 0.457 -0.888 0.527
C 0.14064 1.95283 -5.30973 0.310 1.935 0.598
C 0.15619 3.06971 -4.10803 0.146 0.787 -0.482
H -4.55658 3.14907 -5.77423 -1.305 -0.434 2.219
H -5.95127 3.82720 -4.62020 1.725 -1.753 -0.460
H -5.64550 1.93074 -4.68614 1.094 2.315 -0.263
H -4.66534 3.67663 -2.57596 1.288 -1.399 -1.840
H -3.12657 3.67555 -3.72490 -1.822 -1.339 0.722
H -2.49432 1.46713 -4.53225 -0.651 -0.272 1.268
H -2.12940 -0.33150 1.28100 2.068 -0.815 -1.413
H -1.31203 -1.98979 0.91479 0.431 2.542 -0.497
H 0.84300 -1.32520 1.82140 -1.385 2.121 -0.207
H 0.74275 0.43662 1.15931 -1.233 -1.191 1.414
H 0.14838 -0.83785 3.99670 -1.049 1.827 -1.469
H -1.41124 0.10938 3.43444 2.369 0.121 -0.263
H 1.10888 1.67172 2.91802 -1.065 -0.723 0.816
H 2.06613 0.04455 4.61421 -1.174 1.542 0.845
H 2.18370 1.91338 4.91600 -1.558 -1.758 0.175
H 1.34167 -1.45265 6.71198 -1.521 2.119 0.568
H -0.20172 -1.73046 8.98171 -0.278 2.181 -1.232
H -1.99730 0.28660 9.87677 1.553 0.347 -2.283
H -2.17767 2.66739 8.35132 1.692 -1.990 -0.860
H -1.02843 3.06433 4.95585 0.906 0.295 1.818
H 1.49160 -1.31912 -0.48754 -0.670 0.325 -2.625
H 2.21620 -0.72896 -2.12058 -2.177 -0.865 0.622
H 1.13891 -3.03046 -3.27910 0.111 0.483 2.161
H 0.10768 -3.25393 -1.71597 2.277 0.872 -0.829
H 3.38971 -3.58989 -1.93178 -2.043 -0.342 0.998
H 2.07732 -4.94385 -1.84764 0.536 2.390 0.639
H 2.80859 -2.82034 0.49358 -0.839 -2.262 -0.570
H 1.31118 -3.95161 0.66204 2.206 -0.098 -1.311
H 2.33504 -6.88733 1.08524 0.653 2.457 0.903
H 2.13847 -0.58268 -6.04934 -0.986 0.226 2.475
H 2.20326 -1.49645 -4.40302 -0.800 2.062 -0.802
H 4.08397 0.17338 -4.31004 -2.193 1.441 -0.299
H 3.05511 1.60065 -5.15569 -0.007 -1.883 1.727
H 2.75561 1.09914 -3.29387 0.553 -0.702 -2.464
H 1.06369 2.18301 -6.01101 -1.851 -0.920 1.401
H -0.82642 2.15843 -5.95237 1.931 -0.845 1.182
H -0.95403 3.39747 -3.85284 2.530 -0.855 -0.171
H 0.75581 2.66509 -3.18796 -1.392 0.915 -1.596
H 0.70028 4.05180 -4.48887 -1.120 -2.104 0.822
```
Forces are in eV/Å.

Calculated values
E: -49384.8931 eV
HOMO-LUMO gap: 6.7 eV
Largest force on an atom: 9.321 eV/A
HOMO level: -9.725 eV
Total charge: +1
SMILES: CCONc1nc(CCCNCc2ccccc2O)n(CCCCOC=O)[n+]1P(CC)CC

Question: Which of these has the highest total charge?
Answer: C23H39N5O4P